The following is a DFT calculation (ωB97M-V with the def2-TZVPD basis set) of a molecular structure, C21H23BrMoN7O3S4Sb.

```
61
Properties=species:S:1:pos:R:3:nbo_charge:R:1
Mo 2.2167 0.0537 1.0478 0.257
S 3.7059 -1.5669 3.1486 -0.652
Sb 3.6055 0.7376 3.1119 1.391
S 1.1563 1.3923 2.3247 -0.149
S 4.4300 0.4434 0.5651 -0.578
S 4.4989 2.5710 3.9454 -0.603
N 1.6005 1.1882 -0.6681 -0.766
C 0.6756 2.3704 -0.8987 -0.173
C 0.4737 2.4817 -2.4358 -0.424
C 1.7276 2.2545 -3.3423 -0.411
C 2.9046 3.2330 -3.2719 -0.228
N 2.4880 4.6116 -3.0280 -0.587
C 2.7368 5.7156 -3.7047 0.664
N 2.0237 6.8256 -3.4425 -0.787
N 3.6665 5.7450 -4.6875 -0.804
C 1.0237 3.8220 -0.3160 0.773
O 0.8970 4.7881 -1.1353 -0.795
O 1.2384 3.9550 0.8861 -0.630
H 2.5109 1.3103 -1.0989 0.402
H 1.2333 0.3977 -1.2031 0.365
H -0.2356 2.0979 -0.3908 0.254
H -0.0663 3.4098 -2.6798 0.246
H -0.2236 1.6686 -2.7906 0.202
H 1.3454 2.2584 -4.3691 0.212
H 2.1500 1.2664 -3.1616 0.203
H 3.5527 3.1130 -4.1516 0.193
H 3.5310 2.9619 -2.3924 0.214
H 1.6921 4.6526 -2.2237 0.453
H 1.3918 6.7519 -2.6352 0.444
H 2.3670 7.7078 -3.7127 0.398
H 4.3587 5.0046 -4.7519 0.415
H 3.9023 6.6169 -5.1469 0.404
Br -5.6240 -2.4482 6.1614 0.124
C -5.2253 -3.8938 5.1217 -0.093
C -3.8889 -4.2721 5.0376 -0.234
C -3.3919 -4.7975 3.8892 -0.189
C -4.2446 -4.8453 2.7732 0.081
C -5.5923 -4.6121 2.9161 -0.168
C -6.1299 -4.2058 4.0982 -0.233
N -3.8374 -4.7655 1.4772 -0.174
N -2.5923 -4.5511 1.2620 -0.205
C -2.1720 -3.6254 0.3954 0.219
C -2.9993 -2.7796 -0.3333 -0.201
C -2.5880 -1.4930 -0.4607 -0.247
C -1.4322 -1.0104 0.2220 0.450
O -1.3454 0.2016 0.5152 -0.506
C -0.3588 -1.9970 0.5187 0.104
N 1.0228 -1.7276 0.7121 -0.462
C 1.9254 -2.7381 0.6763 0.072
C 1.5216 -4.0822 0.6314 -0.215
C 0.1644 -4.3968 0.5447 -0.141
C -0.7411 -3.3397 0.4463 -0.072
H -3.2417 -3.9372 5.8538 0.240
H -2.3693 -5.1406 3.7756 0.241
H -6.1876 -4.7650 2.0018 0.236
H -7.1916 -4.0662 4.1576 0.234
H -3.9238 -3.1646 -0.7548 0.248
H -3.2035 -0.6738 -0.9321 0.249
H 2.9629 -2.3983 0.6381 0.253
H 2.2939 -4.8935 0.7018 0.243
H -0.1892 -5.4209 0.5630 0.242
```

- molecular weight (g mol⁻¹) = 847.333
- frontier orbital gap (alpha / beta) (Eh) = 0.1687 / 0.1500
- net charge = 0
- LUMO level (alpha / beta) (eV) = -1.659 / -2.287
- maximum force (eV Å⁻¹) = 4.02
- multiplicity = 3
- total energy (Ha) = -5898.1263

=====

The following is a DFT calculation (ωB97M-V with the def2-TZVPD basis set) of 13 unconnected molecules or ions with the total composition C4H24BO20.

```
49
Properties=species:S:1:pos:R:3:nbo_charge:R:1
O 1.0354 -2.8863 -2.7671 -0.557
C 0.8648 -1.9065 -2.1170 0.704
O 0.3073 -1.8708 -0.9092 -0.686
B 0.2527 -0.4964 -0.4131 1.201
O 0.9938 0.2943 -1.4193 -0.683
C 1.3478 -0.4804 -2.4350 0.686
O 1.9551 -0.1602 -3.4128 -0.553
O 0.7596 -0.3402 0.9442 -0.645
C -0.1235 0.2844 1.7004 0.702
O -0.0577 0.4830 2.8725 -0.555
C -1.3447 0.6201 0.7959 0.694
O -1.1341 0.0560 -0.3620 -0.671
O -2.3715 1.1473 1.1315 -0.622
O 0.9080 -4.1827 0.8129 -0.953
H 0.2818 -3.9043 1.4871 0.462
H 0.6148 -3.7256 0.0117 0.486
O 3.4324 0.9969 3.1292 -0.941
H 3.4336 1.5478 3.9165 0.460
H 2.4990 0.8399 2.9435 0.480
O 4.9943 -0.3678 -3.7384 -0.945
H 4.1686 -0.4393 -4.2305 0.483
H 4.9919 -1.1329 -3.1562 0.463
O -1.6264 3.4190 2.9195 -0.954
H -1.7686 2.8536 2.1461 0.496
H -1.9965 4.2739 2.6779 0.471
O -4.4259 0.6014 -1.0663 -0.968
H -4.0201 0.8294 -0.2186 0.484
H -3.8066 -0.0216 -1.4651 0.479
O 0.7791 -5.5550 -4.3895 -0.946
H 1.3796 -5.6462 -5.1342 0.459
H 1.2596 -5.0219 -3.7442 0.488
O 1.1159 3.2748 3.4532 -0.973
H 0.1597 3.4262 3.3340 0.495
H 1.1514 2.6030 4.1402 0.458
O -1.6113 -0.5558 -3.2124 -0.949
H -1.1739 0.2090 -2.8167 0.478
H -1.6369 -0.3544 -4.1534 0.474
O -2.9696 -1.1838 3.4315 -0.950
H -3.3980 -1.2385 2.5713 0.477
H -3.5392 -0.6053 3.9501 0.477
O -1.0353 -0.1860 5.5784 -0.959
H -0.1427 -0.5381 5.5308 0.466
H -1.4000 -0.3535 4.6997 0.490
O -0.9497 2.5180 -2.1523 -0.957
H -1.5866 2.9234 -2.7501 0.475
H -1.4781 1.9484 -1.5782 0.487
O 1.9260 2.9469 -2.1906 -0.963
H 1.9945 2.0230 -1.9291 0.478
H 0.9901 3.0340 -2.4168 0.477
```

- molecular weight (g mol⁻¹) = 403.028
- frontier orbital gap (Eh) = 0.3740
- net charge = -1
- LUMO level (eV) = 2.158
- maximum force (eV Å⁻¹) = 1.05
- ΔE to the lowest compared entry with this formula, charge and spin (kcal per mole) = 15.8
- total energy (Ha) = -1696.8427

=====

The following is a DFT calculation (ωB97M-V with the def2-TZVPD basis set) of a molecular structure, C23H14BrClN4O2Pd.

```
46
Properties=species:S:1:pos:R:3:nbo_charge:R:1
Pd 0.3133 0.3540 -0.1252 1.019
Br -1.8389 -1.0783 2.4312 0.091
C -2.4172 -1.2346 0.6440 0.166
C -3.6324 -1.8373 0.3640 -0.274
C -4.0056 -1.9462 -0.9643 -0.134
C -3.1638 -1.4608 -1.9529 -0.217
C -1.9728 -0.8720 -1.5764 0.122
N -1.6144 -0.7622 -0.2896 -0.513
C -0.9948 -0.3440 -2.6276 0.737
O -1.2116 -0.6503 -3.7862 -0.631
O -0.0117 0.3683 -2.1999 -0.743
H -4.2512 -2.2100 1.1665 0.241
H -4.9450 -2.4167 -1.2226 0.230
H -3.3869 -1.5313 -3.0072 0.260
N 2.3701 1.5637 -0.5956 -0.235
C 3.2093 2.2673 -0.2405 0.298
C 4.2325 3.1158 0.2253 -0.165
C 5.5536 2.9365 -0.2303 0.229
N 6.6351 2.7824 -0.6001 -0.168
C 3.9271 4.1280 1.1561 0.229
N 3.6772 4.9577 1.9176 -0.157
Cl -2.4216 -5.2443 -1.4440 0.009
C -1.0508 -4.2646 -1.0254 -0.028
C -0.3394 -3.6192 -2.0313 -0.254
C 0.7261 -2.8156 -1.6901 -0.123
C 1.0960 -2.6246 -0.3360 -0.142
C 2.1184 -1.7260 0.0138 -0.382
C 0.3670 -3.3301 0.6546 -0.179
C -0.6945 -4.1359 0.3156 -0.237
H -0.6390 -3.7258 -3.0647 0.246
H 1.2607 -2.2827 -2.4668 0.228
H 2.7116 -1.2540 -0.7575 0.209
H 2.4286 -1.6096 1.0438 0.201
H 0.6393 -3.2095 1.6956 0.220
H -1.2605 -4.6592 1.0743 0.233
C -0.1506 4.5076 2.3437 -0.235
C 0.1704 3.3394 3.0187 -0.232
C 0.1956 2.1226 2.3412 -0.233
C -0.0919 2.0710 0.9813 -0.253
C -0.4162 3.2441 0.3092 -0.289
C -0.4499 4.4572 0.9885 -0.199
H -0.1660 5.4527 2.8709 0.214
H 0.4009 3.3705 4.0769 0.211
H 0.4396 1.2215 2.8956 0.197
H -0.6394 3.2181 -0.7521 0.221
H -0.7066 5.3663 0.4579 0.211
```

- molecular weight (g mol⁻¹) = 600.168
- frontier orbital gap (alpha / beta) (Eh) = 0.2852 / 0.1724
- net charge = 0
- LUMO level (alpha / beta) (eV) = 0.043 / -4.152
- maximum force (eV Å⁻¹) = 0.21
- multiplicity = 5
- ΔE to the lowest compared entry with this formula, charge and spin (kcal per mole) = 8.2
- total energy (Ha) = -4416.2773

=====

The following is a DFT calculation (ωB97M-V with the def2-TZVPD basis set) of 2 unconnected molecules or ions with the total composition C10H20.

```
30
Properties=species:S:1:pos:R:3:nbo_charge:R:1
C 0.3918 4.1004 -0.3051 -0.411
C 0.9406 3.8875 -1.6992 -0.394
C 0.8988 2.3231 -1.8067 -0.416
C 1.0502 1.7686 -0.3652 -0.418
C 0.9541 3.0158 0.5554 -0.413
H -0.7080 4.0103 -0.3927 0.195
H 0.6222 5.1443 -0.0176 0.211
H 1.9787 4.2665 -1.7630 0.191
H 0.3696 4.3266 -2.5398 0.211
H 1.7534 2.1230 -2.4813 0.207
H -0.0079 1.8955 -2.2763 0.204
H 1.9658 1.1577 -0.2469 0.212
H 0.1841 1.1310 -0.1030 0.206
H 0.2057 2.8166 1.3464 0.208
H 1.9122 3.2614 1.0526 0.206
C -0.9294 -3.7717 1.7570 -0.408
C -0.6359 -4.2464 0.3887 -0.411
C -1.1232 -2.9926 -0.5196 -0.402
C -0.7918 -1.7574 0.2821 -0.431
C -0.6362 -2.2224 1.7500 -0.412
H -0.2525 -4.2943 2.4600 0.207
H -1.9690 -3.9622 2.0864 0.198
H -1.3107 -5.0765 0.1039 0.208
H 0.4045 -4.6160 0.3090 0.206
H -2.1870 -3.0852 -0.8112 0.204
H -0.5164 -3.0263 -1.4448 0.207
H -1.6086 -1.0142 0.2047 0.209
H 0.1143 -1.3100 -0.1700 0.212
H 0.3483 -1.9957 2.2026 0.207
H -1.4176 -1.8572 2.4438 0.207
```

- structure (SMILES) = C1CCCC1.C1CCCC1
- molecular weight (g mol⁻¹) = 140.270
- frontier orbital gap (Eh) = 0.4318
- net charge = 0
- LUMO level (eV) = 0.989
- maximum force (eV Å⁻¹) = 2.65
- ΔE to the lowest compared entry with this formula, charge and spin (kcal per mole) = 20.5
- total energy (Ha) = -392.9860

=====

The following is a DFT calculation (ωB97M-V with the def2-TZVPD basis set) of a gas-phase ion, C3H6N (charge +1).

```
10
Properties=species:S:1:pos:R:3:nbo_charge:R:1
C -0.7598 0.0943 1.9368 0.098
N -0.0438 0.0349 0.8942 -0.236
C 0.6339 0.0443 -0.1978 0.282
C 0.1857 -0.0912 -1.5551 -0.717
H -0.9254 1.0503 2.3171 0.231
H -0.8446 -0.7084 2.6603 0.251
H 1.6722 0.1246 -0.1595 0.244
H 0.4307 0.7107 -2.2612 0.299
H 0.5847 -1.0215 -1.8681 0.283
H -0.9336 -0.2381 -1.7666 0.266
```

- structure (SMILES) = C=[N+]=CC
- molecular weight (g mol⁻¹) = 56.088
- frontier orbital gap (Eh) = 0.4433
- net charge = +1
- LUMO level (eV) = -5.288
- maximum force (eV Å⁻¹) = 4.35
- ΔE to the lowest compared entry with this formula, charge and spin (kcal per mole) = 17.2
- total energy (Ha) = -172.3311

=====

The following is a DFT calculation (ωB97M-V with the def2-TZVPD basis set) of C2H4ClOP in the gas phase.

```
9
Properties=species:S:1:pos:R:3:nbo_charge:R:1
C -0.7403 0.8623 -0.0167 0.002
C 0.6428 0.7128 0.4888 -0.735
O 0.5485 -2.3535 -0.4926 -1.040
P -0.7149 -2.0693 -1.1250 0.848
Cl -1.7218 -0.7004 0.3845 -0.009
H -0.8292 1.1393 -1.0931 0.189
H 0.5847 0.3480 1.5130 0.246
H 0.9392 1.6956 0.6545 0.236
H 1.2910 0.3653 -0.3134 0.264
```

- molecular weight (g mol⁻¹) = 110.480
- frontier orbital gap (alpha / beta) (Eh) = 0.2688 / 0.3304
- net charge = 0
- LUMO level (alpha / beta) (eV) = 0.750 / -1.419
- maximum force (eV Å⁻¹) = 3.40
- multiplicity = 3
- ΔE to the lowest compared entry with this formula, charge and spin (kcal per mole) = 13.9
- total energy (Ha) = -955.2475